# 1
45
Properties=species:S:1:pos:R:3:lowdin_spin:R:1 method="wB97M-V/def2-TZVPD" total_charge=+1 gap_ev="8.077 / 9.146" lumo_energy_ev="-6.0 / -4.9" multiplicity=5 s_squared=6.011
Cr 3.0048 -0.7768 0.2045 3.9125
N 0.2643 -0.1717 0.2494 0.0039
O 1.0650 0.5038 0.8712 0.0173
O -0.8976 -0.2404 0.4517 0.0048
O 0.8813 -0.9313 -0.4811 -0.0117
C -3.4105 2.0009 0.8291 0.0000
C -2.6449 3.0551 1.6643 0.0000
O -3.1626 4.0536 2.1069 0.0000
N -1.0904 2.9140 1.6498 0.0001
H -0.6730 3.3004 2.4844 0.0000
H -0.7649 1.9620 1.7378 0.0001
C -0.4939 3.7642 0.4688 0.0000
H -4.4772 2.2059 0.7384 0.0000
H -3.3522 1.0165 1.2934 0.0000
H -2.9493 1.9000 -0.1533 0.0000
H -1.1036 3.7698 -0.4347 0.0000
H 0.4958 3.3462 0.2850 0.0000
H -0.5611 4.6437 1.1091 0.0000
C -2.4408 -2.6168 -5.3758 0.0000
C -1.0600 -2.6993 -4.7388 0.0000
O -0.1836 -3.1969 -5.4198 0.0000
N -0.8691 -2.0891 -3.2853 0.0000
H -1.1436 -2.6810 -2.5143 0.0000
H 0.1148 -1.9963 -3.0769 -0.0001
C -1.5292 -0.7323 -3.0517 0.0000
H -2.6670 -3.5791 -5.8352 0.0000
H -2.4904 -1.7701 -6.0604 0.0000
H -3.2290 -2.4136 -4.6509 0.0000
H -2.5838 -0.9328 -2.8625 0.0000
H -1.4222 -0.2432 -4.0199 0.0000
H -1.0241 -0.3163 -2.1800 0.0000
As 1.9296 -3.5647 2.5031 0.0007
F 2.0811 -5.1727 1.7475 0.0000
F 0.2180 -3.4680 2.0049 0.0000
F 1.7189 -1.9038 3.1610 0.0014
F 3.5809 -3.5171 3.0748 0.0003
F 2.4443 -2.7506 0.9210 0.0312
F 1.4293 -4.2333 4.1031 0.0000
As 3.8215 1.8659 2.9169 0.0020
F 3.5897 0.6054 1.6599 0.0333
F 5.5281 1.3375 3.3109 0.0016
F 4.0831 3.3052 4.0038 -0.0002
F 2.1443 2.5486 2.5984 0.0004
F 3.2020 1.0628 4.4053 0.0010
F 4.6270 2.8355 1.5862 0.0014

---

# 2
60
Properties=species:S:1:pos:R:3:lowdin_spin:R:1 method="wB97M-V/def2-TZVPD" total_charge=+1 gap_ev="6.221 / 6.395" lumo_energy_ev="-2.9 / -4.9" multiplicity=5 s_squared=6.043
C 0.9605 -2.2208 0.7323 0.0718
C 1.8906 -1.4767 -0.0705 0.1392
C 1.3967 -1.4434 -1.4106 0.0210
C 0.0928 -2.0678 -1.4349 0.1337
C -0.1519 -2.5978 -0.1015 0.0298
Ru -0.3278 -0.5049 0.0247 2.5137
C -2.6727 1.0409 -0.1424 0.3894
C -1.9412 0.6297 0.9780 0.0325
H -1.6839 1.3828 1.7238 0.0022
C -1.8005 -0.7648 1.3759 0.0857
H -2.6407 -1.4071 1.1174 0.0103
H -1.4140 -0.9529 2.3845 0.0182
C -2.7829 2.5011 -0.4494 0.0514
H -2.1612 3.0953 0.2302 -0.0004
H -2.4486 2.7200 -1.4746 0.0132
H -3.8199 2.8589 -0.3708 0.0172
C -3.3794 0.1097 -1.0498 0.0674
H -3.2197 -0.9399 -0.7896 0.0039
H -4.4639 0.2903 -1.0630 0.0186
H -3.0389 0.2390 -2.0903 0.0141
C 3.1409 -0.8419 0.4226 0.0230
H 3.0474 -0.5963 1.4860 0.0014
H 4.0140 -1.5006 0.2906 0.0096
H 3.3412 0.1005 -0.1050 0.0022
C 2.1519 -0.9247 -2.5816 -0.0028
H 2.6434 0.0299 -2.3485 -0.0008
H 2.9376 -1.6452 -2.8587 -0.0009
H 1.5039 -0.7724 -3.4515 0.0001
C -0.7699 -2.3630 -2.6150 0.0332
H -0.7850 -1.5266 -3.3261 0.0020
H -0.4012 -3.2513 -3.1483 0.0110
H -1.7984 -2.5670 -2.2929 0.0019
C -1.2361 -3.5489 0.2660 0.0030
H -2.1791 -3.2846 -0.2277 0.0004
H -0.9645 -4.5710 -0.0356 -0.0001
H -1.3982 -3.5392 1.3488 0.0000
C 1.1383 -2.6377 2.1485 0.0125
H 0.1679 -2.8417 2.6160 0.0008
H 1.7459 -3.5547 2.2168 0.0042
H 1.6425 -1.8516 2.7234 0.0009
C 0.1130 1.2551 -1.1778 0.1320
C 0.7725 2.3124 -0.5924 0.0295
C -0.3021 1.3006 -2.5019 0.0179
C 1.1255 3.4190 -1.3748 0.0082
H 1.0288 2.2412 0.4635 0.0052
C 0.0993 2.3836 -3.2987 0.0053
H -0.9286 0.5055 -2.9079 0.0038
C 0.8300 3.4317 -2.7377 -0.0019
H 1.6574 4.2498 -0.9134 0.0012
H -0.1598 2.3666 -4.3597 0.0007
H 1.1453 4.2624 -3.3755 0.0000
C 1.5703 2.5065 3.7519 0.0021
C 1.0996 1.1660 3.2877 0.0053
N 0.5939 0.3604 4.2407 0.0013
O 1.1652 0.8112 2.0885 0.0543
H 1.6571 2.5341 4.8431 0.0003
H 0.8440 3.2667 3.4300 0.0001
H 2.5418 2.7269 3.2961 0.0001
H 0.2181 -0.5410 3.9786 0.0002
H 0.5926 0.6376 5.2121 0.0000